## 1
The following is a quantum chemistry calculation of 2 unconnected molecules or ions with the total composition C3H7NS, from OMol25.

HOMO level (alpha / beta): -7.94 / -7.74 eV
LUMO energy (alpha / beta): -0.109 / -0.110 hartree
Gap between HOMO and LUMO (alpha / beta): 4.98 / 4.76 eV

Atoms and positions in Å:
1 C -0.07 -0.69 -1.75
2 C -0.01 -1.56 -0.58
3 C 0.17 1.60 1.64
4 N 0.80 -0.43 -0.60
5 S -1.04 1.86 0.39
6 H 0.40 -1.12 -2.65
7 H -0.82 0.14 -1.96
8 H -0.75 -1.52 0.29
9 H 0.36 -2.57 -0.76
10 H 0.62 0.53 1.45
11 H -0.51 1.36 2.56
12 H 0.85 2.41 1.98

These are the natural (NBO) partial charges, in e, on atoms 1 to 5: C -0.32; C -0.34; C -0.83; N -0.21; S 0.07


## 2
The following is a quantum chemistry calculation of a single C3H7NS molecule, from OMol25.

HOMO level: -8.45 eV
LUMO energy: 0.039 hartree
SMILES: NC[C@H]1CS1
Gap between HOMO and LUMO: 9.51 eV

Atoms and positions in Å:
1 C 0.81 0.14 -0.29
2 C -0.61 -0.05 0.51
3 C -1.90 0.66 -0.12
4 H 1.83 -1.69 -0.35
5 H 2.56 -0.50 0.68
6 H 1.28 1.06 -0.09
7 H 0.60 -0.05 -1.37
8 H -0.39 0.18 1.56
9 H -2.38 1.37 0.63
10 H -1.74 0.84 -1.17
11 N 1.82 -0.81 0.04
12 S -1.89 -1.14 -0.04

These are the natural (NBO) partial charges, in e, on atoms 1 to 5: C -0.21; C -0.35; C -0.53; H 0.38; H 0.38


## 3
The following is a quantum chemistry calculation of a molecular structure, C3H7NS, from OMol25.

HOMO level: -8.23 eV
LUMO energy: 0.030 hartree
Gap between HOMO and LUMO: 9.06 eV

Atoms and positions in Å:
1 C 2.24 -1.49 -0.26
2 C -0.62 0.90 0.10
3 C -2.08 1.25 0.18
4 H 1.63 -1.69 -1.14
5 H 2.08 -2.49 0.44
6 H 3.27 -1.31 -0.76
7 H -0.05 1.53 0.79
8 H -2.80 0.32 -0.09
9 H -2.38 1.15 1.46
10 H -2.73 1.91 -0.29
11 N -0.10 -0.13 -0.48
12 S 1.53 0.05 0.06

These are the natural (NBO) partial charges, in e, on atoms 1 to 5: C -0.84; C 0.08; C -0.68; H 0.25; H 0.23


Which of them is most stable? Easy: 2.


## 1
The following is a quantum chemistry calculation of a single CH6N2O2 molecule, from OMol25.

HOMO level: -9.26 eV
LUMO energy: 0.036 hartree
SMILES: CONON
Gap between HOMO and LUMO: 10.24 eV

Atoms and positions in Å:
1 C -0.83 1.48 -0.02
2 N 0.18 -0.31 1.24
3 N 0.89 -1.73 -0.56
4 O 1.15 -0.52 0.11
5 O -0.21 0.98 1.21
6 H -0.60 -0.93 0.95
7 H 1.73 -2.31 -0.49
8 H 0.68 -1.52 -1.54
9 H -1.58 0.76 -0.37
10 H -0.10 1.69 -0.81
11 H -1.31 2.41 0.29

These are the natural (NBO) partial charges, in e, on atoms 1 to 5: C -0.28; N -0.03; N -0.55; O -0.33; O -0.37


## 2
The following is a quantum chemistry calculation of 2 unconnected molecules or ions with the total composition CH6N2O2, from OMol25.

HOMO level: -8.87 eV
LUMO energy: 0.025 hartree
SMILES: C=NN.OO
Gap between HOMO and LUMO: 9.54 eV

Atoms and positions in Å:
1 C 0.50 0.31 -0.47
2 H -0.14 -0.46 2.36
3 H -1.48 1.10 3.11
4 H -0.37 -1.17 -2.12
5 H 1.02 -1.22 -3.05
6 H 0.97 0.87 0.30
7 H -0.57 0.06 -0.38
8 N 0.42 -0.64 -2.49
9 N 1.15 -0.06 -1.48
10 O -0.73 0.00 1.74
11 O -0.76 1.19 2.47

These are the natural (NBO) partial charges, in e, on atoms 1 to 5: C -0.16; H 0.46; H 0.45; H 0.33; H 0.36


Which of them is most stable? Easy: 2.